Formula: C23H19N3O2SSe2Te2V
Source: the OMol25 dataset
Level of theory: ωB97M-V/def2-TZVPD

Structure (XYZ):
```
53
Properties=species:S:1:pos:R:3:forces:R:3:lowdin_charge:R:1
V -2.1367 -0.1480 -0.2914 -1.0 1.3 0.5 -0.080
C 4.5014 0.2904 1.9324 0.0 0.0 0.0 -0.061
C 3.2554 -0.3744 1.4151 0.0 0.0 0.0 -0.283
C 2.1536 -0.5556 2.2454 0.0 0.0 0.0 -0.036
C 0.9809 -1.1145 1.7654 0.0 0.0 -0.1 -0.044
C 0.9053 -1.4960 0.4339 0.1 -0.1 0.0 -0.259
C 1.9977 -1.3433 -0.4070 -0.1 0.0 0.0 -0.049
C 3.1633 -0.7826 0.0872 0.0 0.1 0.0 -0.046
S -0.5827 -2.2904 -0.1423 0.5 -1.2 0.1 0.572
O -0.2400 -3.6899 -0.2336 0.0 0.0 0.0 -0.294
O -1.5987 -1.9167 0.8317 0.2 -0.2 0.4 -0.389
N -1.0814 -1.5970 -1.4539 0.6 0.0 0.1 -0.177
C -0.5501 -1.7736 -2.7137 0.0 0.0 -0.2 -0.369
C 0.1976 -2.9095 -3.0938 -0.1 0.0 0.0 -0.037
C 0.6706 -2.9849 -4.3832 0.0 0.0 -0.1 -0.099
C 0.3957 -1.9592 -5.2863 0.1 -0.1 0.0 -0.110
C -0.3588 -0.8981 -4.8247 0.0 0.0 0.1 -0.155
N -0.8154 -0.7925 -3.5813 0.1 0.0 0.1 0.127
H 4.3875 1.3778 1.9241 0.0 0.0 0.0 0.076
H 5.3670 0.0427 1.3166 0.0 0.0 0.0 0.068
H 4.7130 -0.0099 2.9598 0.0 0.0 0.0 0.071
H 2.2030 -0.2337 3.2801 0.0 0.0 0.0 0.114
H 0.1104 -1.2231 2.3986 0.0 0.0 0.0 0.121
H 1.9328 -1.6420 -1.4462 0.0 0.0 0.0 0.108
H 4.0113 -0.6445 -0.5748 0.0 0.0 0.0 0.107
H 0.3624 -3.7039 -2.3812 0.0 0.0 0.0 0.090
H 1.2454 -3.8506 -4.6929 0.0 0.0 0.0 0.095
H 0.7472 -1.9874 -6.3093 0.0 0.0 0.0 0.081
H -0.6162 -0.0738 -5.4838 0.0 0.0 0.0 0.102
Se -4.2307 -1.1575 -0.5976 -1.7 -2.1 -0.3 -0.201
Te -6.6323 -0.5838 -0.5289 0.1 0.3 0.1 -0.112
Te -5.2691 2.5722 -2.1109 -0.2 -0.3 0.1 -0.152
Se -3.1037 1.5583 -1.4043 0.2 2.2 -1.1 -0.134
C 1.3413 2.3998 -1.1297 0.1 0.1 0.1 -0.069
C 1.5516 3.0415 0.0867 0.0 0.0 -0.1 -0.083
C 0.7180 2.7594 1.1493 0.0 0.0 0.0 -0.018
C -0.3033 1.8162 1.0018 0.0 0.0 -0.2 -0.218
N -0.4804 1.1891 -0.1811 0.6 0.1 0.3 -0.032
C 0.3064 1.4924 -1.2159 -0.1 0.0 0.0 -0.139
C -1.2917 1.4844 2.0370 -0.1 0.0 0.0 -0.208
C -1.1510 1.9283 3.3577 0.0 0.0 0.0 -0.072
C -2.1536 1.6733 4.2734 0.0 0.0 0.0 -0.128
C -3.2945 0.9844 3.8579 0.0 0.0 0.0 -0.106
C -3.4064 0.5147 2.5602 -0.1 0.0 -0.1 -0.096
C -2.4069 0.7342 1.6021 0.7 -0.1 0.3 -0.179
H 1.9536 2.6029 -1.9978 0.0 0.0 0.0 0.095
H 2.3417 3.7762 0.1937 0.0 0.0 0.0 0.094
H 0.8315 3.2777 2.0904 0.0 0.0 0.0 0.095
H 0.0625 0.9894 -2.1449 0.0 0.0 0.0 0.093
H -0.2570 2.4526 3.6797 0.0 0.0 0.0 0.086
H -2.0550 2.0069 5.3007 0.0 0.0 0.0 0.080
H -4.0986 0.8072 4.5652 0.0 0.0 0.0 0.088
H -4.2941 -0.0358 2.2645 0.0 0.0 0.0 0.070
```
Positions in Å, forces in eV/Å.

Its multiplicity is 4. The total charge is -2. The energy above the lowest of the compared OMol25 structures with the same formula, charge and spin comes out at 0.0 kcal/mol. Its LUMO energy (spin up / spin down) is 3.9070 / 3.9053 eV. Its total energy is -214528.21139 eV. The expectation value of S² is 3.841. As for the HOMO-LUMO gap (spin up / spin down): 3.604 / 3.969 eV. The value obtained for the strongest force on any atom is 2.70 eV/A.

Formula: C23H19N5O3
Source: the OMol25 dataset
Level of theory: ωB97M-V/def2-TZVPD

Structure (XYZ):
```
50
Properties=species:S:1:pos:R:3:forces:R:3:lowdin_charge:R:1
O -2.9208 -0.4327 -2.6738 -0.1 0.1 0.0 0.138
C -3.0881 -0.3615 -1.4856 0.1 -0.1 -0.2 -0.347
C -4.2668 0.0925 -0.7121 -0.3 0.1 0.6 -0.072
C -5.4898 0.5691 -1.1348 0.2 -0.1 0.0 0.011
C -6.4172 0.9231 -0.1591 0.0 0.0 -0.1 -0.059
C -6.1224 0.7990 1.1897 0.1 0.0 0.1 -0.059
C -4.8886 0.3160 1.6159 0.1 -0.1 -0.1 0.010
C -3.9699 -0.0329 0.6486 -0.5 0.2 -0.4 -0.071
C -2.5946 -0.5699 0.7727 0.0 -0.1 0.0 -0.339
O -1.9562 -0.8335 1.7605 0.0 0.0 0.0 0.145
N -2.1509 -0.7484 -0.5295 0.3 -0.2 -0.1 0.056
C -0.8113 -1.1681 -0.8831 0.0 -0.2 0.1 -0.036
C 0.1985 -0.2463 -0.2328 -0.1 0.5 -0.3 -0.272
N 0.2420 0.9218 -0.7640 -0.5 -0.3 -0.4 0.184
C 1.1204 1.8514 -0.2833 0.4 0.0 0.6 -0.219
C 1.2108 3.1007 -0.9044 0.1 0.0 0.0 -0.011
C 2.1148 4.0276 -0.4400 -0.1 0.0 -0.1 -0.070
C 2.9395 3.7379 0.6471 0.1 -0.1 0.2 -0.071
C 2.8572 2.5156 1.2725 0.0 0.0 0.0 -0.004
C 1.9471 1.5626 0.8128 -0.2 0.3 -0.3 -0.077
C 1.8516 0.2589 1.4453 -0.2 0.0 -0.1 -0.367
O 2.4809 -0.0905 2.4247 0.1 0.0 0.2 0.075
N 0.9535 -0.6356 0.8362 0.2 0.3 0.2 0.074
C 0.8919 -1.9417 1.4720 0.2 -0.4 0.4 -0.132
C 2.1586 -2.7730 1.2397 -0.1 0.2 -0.2 -0.135
C 2.5466 -2.9490 -0.2314 0.0 -0.5 0.5 -0.125
N 3.0122 -1.7256 -0.8349 0.2 0.2 -0.3 -0.084
C 2.5245 -1.1381 -1.9698 0.0 0.1 -0.3 -0.087
C 3.2544 -0.0006 -2.1538 -0.2 -0.2 -0.1 -0.151
N 4.1765 0.1210 -1.1647 0.5 0.3 0.1 0.077
C 4.0114 -0.9198 -0.3979 0.2 -0.1 0.1 -0.184
H -5.7123 0.6631 -2.1861 0.0 0.0 -0.1 0.123
H -7.3831 1.3014 -0.4583 -0.1 0.0 0.0 0.107
H -6.8624 1.0823 1.9230 -0.1 0.0 0.1 0.107
H -4.6522 0.2168 2.6638 0.0 0.0 0.1 0.123
H -0.7418 -1.0348 -1.9671 0.1 -0.1 0.2 0.130
H -0.6725 -2.2218 -0.6352 0.0 0.1 -0.1 0.121
H 0.5702 3.3037 -1.7479 -0.1 0.0 -0.1 0.111
H 2.1923 4.9902 -0.9242 0.0 0.1 0.0 0.104
H 3.6471 4.4761 0.9930 0.1 0.0 0.0 0.103
H 3.4862 2.2621 2.1119 0.1 0.0 0.1 0.120
H 0.0038 -2.4757 1.1455 0.1 0.1 0.0 0.107
H 0.7978 -1.7620 2.5474 -0.1 -0.1 -0.2 0.135
H 1.9947 -3.7589 1.6773 0.0 0.0 0.0 0.119
H 2.9830 -2.2996 1.7728 0.0 -0.1 0.0 0.100
H 1.6945 -3.3091 -0.8155 0.1 0.0 0.0 0.124
H 3.3429 -3.7012 -0.2936 -0.2 0.0 -0.1 0.128
H 1.7303 -1.5740 -2.5403 -0.2 -0.1 -0.1 0.112
H 3.1724 0.7353 -2.9275 -0.1 0.1 -0.2 0.098
H 4.5928 -1.1239 0.4782 0.1 -0.1 0.3 0.131
```
Positions in Å, forces in eV/Å.

The energy above the lowest of the compared OMol25 structures with the same formula, charge and spin comes out at 0.0 kcal/mol. Its LUMO energy is -0.5618 eV. Its total energy is -37754.52692 eV. Its structure (SMILES) is O=C1c2ccccc2C(=O)N1Cc1nc2ccccc2c(=O)n1CCCn1ccnc1. As for the HOMO-LUMO gap: 7.781 eV. The value obtained for the strongest force on any atom is 0.72 eV/A.

Formula: C23H19N5O5SSbSr
Source: the OMol25 dataset
Level of theory: ωB97M-V/def2-TZVPD

Structure (XYZ):
```
55
Properties=species:S:1:pos:R:3:forces:R:3:lowdin_charge:R:1
Sr -0.9408 -1.7515 0.4293 -2.9 -4.3 1.0 1.193
O -2.0098 1.8387 0.1574 0.4 0.0 -0.3 -0.017
C -2.2389 0.6291 0.1324 -0.8 -0.2 -0.2 -0.678
O -2.5384 -0.1061 1.1196 0.0 0.3 -0.4 -0.191
C -2.3245 -0.2134 -1.4196 -0.8 0.1 0.5 -0.730
O -2.6910 -1.4056 -1.2619 0.2 0.6 0.0 -0.180
O -2.1245 0.4305 -2.4376 0.3 0.4 0.3 -0.006
N -5.7037 -4.3315 1.2482 -0.1 0.0 0.0 0.158
C -4.7360 -3.4221 1.5259 0.0 0.1 0.1 -0.512
N -4.5080 -2.4640 0.6140 0.1 -0.3 0.0 0.192
N -4.1768 -3.4998 2.7175 -0.4 -0.2 -0.1 0.106
C -2.9791 -2.9971 2.8654 0.7 -0.1 0.0 -0.406
N -1.8637 -2.7099 3.0261 -0.1 0.5 0.0 0.100
H -6.0066 -4.4320 0.2958 0.0 0.0 0.0 0.101
H -5.6719 -5.1656 1.8080 0.0 0.0 -0.1 0.102
H -4.5053 -2.7307 -0.3603 0.0 0.1 0.0 0.105
H -3.7476 -1.8301 0.8127 0.0 0.4 0.0 0.042
S 0.6338 -1.6968 -1.8874 0.4 1.3 -0.3 0.088
Sb 0.6328 0.4467 -0.9256 2.5 0.7 0.1 1.355
C 0.3472 2.4277 -1.8650 0.2 -1.4 0.9 -0.282
C -0.0219 3.5216 -1.1169 -0.1 0.3 0.0 -0.105
C 0.1048 4.7774 -1.6991 0.0 0.0 0.0 -0.075
C 0.6019 4.9080 -2.9887 0.0 0.0 0.0 -0.092
C 0.9745 3.7821 -3.7091 0.0 0.0 -0.1 -0.083
C 0.8605 2.5219 -3.1384 0.0 0.0 -0.3 -0.114
C 0.6834 -0.0666 1.3170 1.4 0.0 -0.6 -0.421
C 1.4658 -1.2534 1.4937 -0.1 1.4 -0.1 -0.236
C 1.6757 -1.7330 2.7691 0.2 0.1 -0.2 -0.074
C 1.1743 -1.0345 3.8651 0.1 -0.1 0.0 -0.076
C 0.4504 0.1221 3.6830 -0.1 0.2 0.1 -0.062
C 0.1750 0.6078 2.4046 0.1 0.2 -0.5 -0.101
C 2.8336 0.7972 -0.7388 -1.4 0.3 -0.8 -0.321
C 3.2974 1.8190 0.0722 0.1 0.1 0.4 -0.126
C 4.5742 2.3331 -0.1062 0.0 0.0 0.1 -0.095
C 5.3820 1.8482 -1.1254 0.0 0.0 0.0 -0.101
C 4.9151 0.8320 -1.9474 0.1 0.0 0.0 -0.093
C 3.6376 0.3193 -1.7615 0.2 -0.3 0.0 -0.144
H -0.4381 3.4064 -0.1271 0.0 0.0 0.0 0.091
H -0.1927 5.6526 -1.1353 0.0 0.0 0.0 0.102
H 0.6969 5.8900 -3.4344 0.0 0.0 0.0 0.098
H 1.3643 3.8769 -4.7147 0.0 0.0 0.0 0.102
H 1.1601 1.6416 -3.6949 0.0 0.0 0.0 0.109
H 1.8695 -1.7448 0.6036 0.0 0.0 0.3 0.065
H 2.2751 -2.6250 2.8955 -0.1 -0.1 0.1 0.114
H 1.3640 -1.4017 4.8647 0.0 0.0 0.0 0.108
H 0.0751 0.6648 4.5410 0.0 0.0 0.0 0.111
H -0.4111 1.5053 2.2429 -0.2 -0.1 0.1 0.112
H 2.6762 2.2183 0.8690 0.0 0.0 -0.1 0.100
H 4.9293 3.1248 0.5426 0.0 0.0 0.0 0.098
H 6.3695 2.2649 -1.2804 0.0 0.0 0.0 0.096
H 5.5370 0.4481 -2.7474 0.0 0.0 0.0 0.099
H 3.2738 -0.4754 -2.4056 0.0 0.1 0.0 0.066
O -2.2874 -6.2325 -0.8337 -0.1 -0.3 -0.2 -0.036
C -2.0520 -5.1826 -0.3026 0.1 0.4 0.3 -0.609
N -1.8406 -4.1503 0.2484 0.3 0.1 -0.2 -0.047
```
Positions in Å, forces in eV/Å.

The total charge is -1. Its LUMO energy is 1.4807 eV. Its total energy is -60059.51399 eV. As for the HOMO-LUMO gap: 6.881 eV. The value obtained for the strongest force on any atom is 5.31 eV/A.

Formula: C23H20AgN3SSe2Te2
Source: the OMol25 dataset
Level of theory: ωB97M-V/def2-TZVPD

Structure (XYZ):
```
52
Properties=species:S:1:pos:R:3:forces:R:3:lowdin_charge:R:1
Ag -1.8802 -0.1974 -2.5243 0.0 0.2 -0.4 0.327
Se -2.7324 -3.2734 -0.0207 -0.3 0.0 0.1 -0.420
Te -3.8302 -1.9959 -1.8783 0.2 0.1 0.1 0.001
Te -4.2029 0.5236 -0.6902 0.0 0.1 0.2 -0.109
Se -6.2421 1.5694 -1.6391 0.0 -0.1 0.0 -0.599
C -1.7401 0.7716 4.9474 0.0 0.0 0.0 -0.059
C -1.3608 -0.3302 3.9447 0.0 0.0 0.0 -0.559
C -0.5882 -1.4384 4.6745 0.0 0.0 0.0 -0.052
C -2.6504 -0.9181 3.3806 -0.1 0.0 -0.1 -0.069
C -0.4776 0.2596 2.8449 0.0 0.0 0.0 -0.167
C 0.6795 0.9718 3.2117 0.0 0.0 0.0 -0.057
C 1.4954 1.5866 2.2836 0.0 0.1 0.0 -0.097
C 1.1562 1.4849 0.9403 -0.1 -0.1 -0.1 -0.485
S 1.9213 2.1554 -0.4625 0.0 0.0 0.0 1.059
C 0.7014 1.3774 -1.4769 -0.1 -0.2 0.1 -0.519
N -0.1567 0.6761 -0.8208 -0.1 0.1 0.2 0.073
C 0.0397 0.7365 0.5449 0.2 0.0 0.0 -0.301
C -0.7801 0.1245 1.4984 0.0 0.0 0.0 0.045
C 0.6887 1.5253 -2.9395 0.0 -0.1 -0.2 -0.296
C 1.7562 2.1795 -3.5648 0.0 0.0 0.1 -0.103
C 1.7827 2.3084 -4.9407 0.0 0.0 0.0 -0.125
C 0.7290 1.7829 -5.6817 0.0 0.0 0.0 -0.128
C -0.3222 1.1338 -5.0450 0.0 0.0 0.0 -0.161
C -0.3979 0.9674 -3.6532 0.1 -0.1 0.1 -0.174
H -2.4028 0.3617 5.7146 0.0 0.0 0.0 0.077
H -2.2672 1.5815 4.4391 0.0 0.0 0.0 0.091
H -0.8671 1.1947 5.4484 0.0 0.0 0.0 0.065
H -1.2061 -1.8657 5.4697 0.0 0.0 0.0 0.078
H 0.3340 -1.0608 5.1229 0.0 0.0 0.0 0.071
H -0.3296 -2.2383 3.9777 0.0 0.0 0.0 0.088
H -3.2679 -1.2977 4.2001 0.0 0.0 0.0 0.084
H -2.4758 -1.7380 2.6827 0.0 0.0 0.0 0.034
H -3.2347 -0.1693 2.8397 0.0 0.0 0.0 0.080
H 0.9340 1.0668 4.2606 0.0 0.0 0.0 0.097
H 2.3643 2.1495 2.6043 0.0 0.0 0.0 0.098
H -1.6425 -0.4330 1.1461 0.1 0.0 0.0 0.062
H 2.5815 2.5767 -2.9798 0.0 0.0 0.0 0.071
H 2.6154 2.8001 -5.4298 0.0 0.0 0.0 0.086
H 0.7363 1.8733 -6.7641 0.0 0.0 0.0 0.083
H -1.1174 0.7313 -5.6649 0.0 0.0 0.0 0.072
N 4.9206 -0.3441 -3.3767 0.0 0.0 0.0 0.134
C 3.9739 -0.7536 -2.8662 0.1 0.1 -0.1 -0.202
C 2.8224 -1.2994 -2.2174 -0.2 -0.1 0.1 -0.232
C 2.7690 -1.3831 -0.8240 0.1 0.0 0.0 -0.042
C 1.6424 -1.9169 -0.2400 -0.1 0.0 0.0 -0.058
C 0.6037 -2.3581 -1.0591 0.1 -0.1 0.0 -0.154
N 0.6631 -2.2981 -2.3877 -0.1 0.0 -0.2 0.089
C 1.7320 -1.7611 -2.9557 0.1 0.1 0.2 -0.104
H 3.5946 -1.0127 -0.2296 0.0 0.0 0.0 0.115
H 1.5370 -1.9647 0.8359 0.0 0.0 0.0 0.107
H -0.3242 -2.7570 -0.6438 0.1 0.0 0.0 -0.038
H 1.7227 -1.6654 -4.0363 0.0 0.0 0.0 0.121
```
Positions in Å, forces in eV/Å.

The total charge is -2. The energy above the lowest of the compared OMol25 structures with the same formula, charge and spin comes out at 0.0 kcal/mol. Its LUMO energy is 3.9561 eV. Its total energy is -188762.52393 eV. As for the HOMO-LUMO gap: 4.443 eV. The value obtained for the strongest force on any atom is 0.42 eV/A.

Formula: C23H20BrIN8O2RuS2
Source: the OMol25 dataset
Level of theory: ωB97M-V/def2-TZVPD

Structure (XYZ):
```
58
Properties=species:S:1:pos:R:3:forces:R:3:lowdin_charge:R:1
Ru -0.3844 0.1621 -0.9325 -0.3 1.2 -1.8 0.957
N -1.8870 4.1707 -1.3931 0.0 0.1 -0.1 0.107
C -1.6536 2.8795 -1.1462 0.3 -0.3 -0.3 -0.788
S -0.6696 1.9838 -2.3288 -0.3 0.1 0.7 0.612
N -2.1837 2.3373 -0.0888 -0.4 0.3 0.2 0.022
N -1.9036 1.0221 0.0565 -0.2 -0.7 -0.2 -0.190
C -2.5661 0.3189 0.9025 0.2 0.2 -0.1 -0.052
C -2.1403 -1.0628 1.0239 -0.2 -0.1 0.0 -0.263
C -2.6200 -1.9184 2.0014 -0.1 0.1 -0.1 0.010
C -2.0973 -3.1951 2.0879 0.0 0.0 0.0 -0.016
C -1.1211 -3.5887 1.1859 -0.1 0.0 0.0 -0.020
C -0.7048 -2.6909 0.2242 0.0 -0.1 -0.2 -0.138
N -1.2058 -1.4569 0.1260 0.6 0.0 0.7 -0.052
H -1.4892 4.6216 -2.1966 0.0 0.0 0.0 0.096
H -2.4933 4.6915 -0.7819 0.0 0.0 0.0 0.116
H -3.3616 0.7668 1.4838 0.1 0.0 0.1 0.145
H -3.3709 -1.5665 2.6941 0.0 0.0 0.0 0.128
H -2.4383 -3.8742 2.8572 0.0 0.0 0.0 0.122
H -0.6747 -4.5707 1.2281 0.0 0.0 0.0 0.120
H 0.0523 -2.9562 -0.5002 0.1 0.0 0.0 0.097
N 5.3489 2.7370 4.9532 0.0 0.0 0.0 0.126
C 4.3876 2.1276 4.2057 0.0 0.0 0.0 -0.306
C 3.0984 2.6753 4.1213 0.0 0.0 0.0 -0.017
C 2.1208 2.0415 3.3871 0.0 0.1 0.1 -0.052
C 2.4124 0.8547 2.7268 -0.3 0.1 -0.3 -0.324
C 3.6848 0.3014 2.7906 0.0 -0.1 0.1 -0.072
C 4.6613 0.9243 3.5323 0.0 0.0 0.0 -0.016
S 1.1474 0.0855 1.8057 0.1 0.5 0.2 0.646
O 1.5502 -1.2632 1.5121 0.1 -0.2 -0.1 -0.296
O -0.1127 0.3301 2.4466 0.0 0.0 -0.1 -0.290
N 1.0028 0.8996 0.2999 0.3 -0.8 0.4 -0.185
C 2.0686 0.6085 -0.5572 0.4 0.1 -0.2 -0.493
N 3.3346 0.7094 -0.2054 0.0 0.1 0.1 0.167
C 4.2346 0.3657 -1.1172 0.0 -0.1 -0.2 -0.071
C 3.8913 -0.0900 -2.3851 0.0 0.1 0.1 -0.019
C 2.5432 -0.1747 -2.6602 -0.1 0.2 -0.3 -0.118
N 1.6315 0.1942 -1.7665 0.2 -0.8 0.9 -0.057
H 5.1889 3.6491 5.3386 0.0 0.0 0.0 0.103
H 6.2968 2.4104 4.9241 0.0 0.0 0.0 0.102
H 2.8719 3.5930 4.6483 0.0 0.0 0.0 0.115
H 1.1226 2.4550 3.3361 0.0 0.0 0.0 0.119
H 3.8897 -0.6258 2.2751 0.0 0.0 0.0 0.112
H 5.6479 0.4851 3.6067 0.0 0.0 0.0 0.114
H 5.2740 0.4494 -0.8199 0.0 0.0 0.0 0.124
H 4.6374 -0.3576 -3.1165 0.0 0.0 0.0 0.112
H 2.1746 -0.5041 -3.6252 0.0 -0.1 0.0 0.094
Br -2.4044 -3.7888 -5.5794 0.0 0.0 0.0 0.745
C -3.4342 -2.5840 -4.5577 0.1 -0.1 0.0 -0.741
C -4.8144 -2.5985 -4.7025 0.0 0.0 0.0 -0.118
C -5.5978 -1.7248 -3.9666 0.0 0.0 0.0 -0.062
C -5.0056 -0.8322 -3.0851 0.0 0.0 0.0 -0.068
C -3.6281 -0.8151 -2.9377 0.0 0.1 0.1 -0.156
C -2.8452 -1.6919 -3.6724 0.2 0.0 0.0 -0.684
I -0.7559 -1.6305 -3.4046 -0.6 0.2 0.3 1.055
H -5.2654 -3.2961 -5.3934 0.0 0.0 0.0 0.107
H -6.6721 -1.7421 -4.0870 0.0 0.0 0.0 0.115
H -5.6111 -0.1425 -2.5135 0.0 0.0 0.0 0.112
H -3.1624 -0.1087 -2.2606 0.0 0.0 0.0 0.060
```
Positions in Å, forces in eV/Å.

Its multiplicity is 2. The total charge is +1. The energy above the lowest of the compared OMol25 structures with the same formula, charge and spin comes out at 25.1 kcal/mol. Its LUMO energy (spin up / spin down) is -3.5991 / -3.9596 eV. Its total energy is -142581.90758 eV. The expectation value of S² is 0.758. As for the HOMO-LUMO gap (spin up / spin down): 6.731 / 6.359 eV. The value obtained for the strongest force on any atom is 2.21 eV/A.